ORCA calculation (ωB97M-V/def2-TZVPD) on the molecule H2P2S at a distorted geometry.

Atoms and positions in Å:
1 P 2.166 -0.944 -0.416
2 P -0.114 -0.967 0.028
3 S 2.916 0.696 0.323
4 H -0.193 0.320 0.441
5 H 0.142 -1.246 1.288

Properties
- E_HOMO (eV) = -8.54
- energy above the lowest of the compared OMol25 structures with the same formula, charge and spin (kJ/mol) = 19.21
- SMILES = [PH2]#P=S

ORCA calculation (ωB97M-V/def2-TZVPD) on the molecule H2P2S4 at a distorted geometry.

Atoms and positions in Å:
1 P -0.683 -0.583 -0.845
2 P 1.187 0.430 0.409
3 S 0.597 1.794 1.640
4 S -0.373 -2.483 -0.629
5 S 2.244 -1.037 1.106
6 S -2.359 0.237 0.070
7 H 1.794 0.507 -0.867
8 H -2.406 1.135 -0.884

Properties
- E_HOMO (spin up / spin down) (eV) = -8.74 / -8.71
- energy above the lowest of the compared OMol25 structures with the same formula, charge and spin (kJ/mol) = 249.96

ORCA calculation (ωB97M-V/def2-TZVPD) on the molecule H2P4 at a distorted geometry.

Atoms and positions in Å:
1 P -0.254 -0.762 -0.851
2 P -1.487 0.278 0.692
3 P 1.383 -0.558 0.694
4 P 0.742 1.142 -0.460
5 H 2.559 -0.643 -0.277
6 H -2.942 0.544 0.202

Properties
- E_HOMO (eV) = -8.51
- energy above the lowest of the compared OMol25 structures with the same formula, charge and spin (kJ/mol) = 84.39
- SMILES = [PH]1#P2[PH]#P12

Respective molar mass values: 96.03 192.23 125.91 g mol⁻¹.
Respective DFT total energy values: -29444.0409 -61949.9491 -37185.7127 eV.